[1]
{"formula": "C3H16CrN2O6", "method": "the ωB97M-V functional and the def2-TZVPD basis", "orbital_gap_ev": [5.42, 6.55], "multiplicity": 5, "total_charge": 0, "fmax_ha_per_bohr": 0.049, "lumo_energy_ha": [-0.0052, -0.0072], "e_above_lowest_kj_mol": 48.7, "s2": 6.011, "e_tot_ev": -47056.9682, "symbols": ["Cr", "C", "O", "H", "H", "H", "C", "O", "H", "H", "H", "C", "O", "N", "N", "H", "H", "H", "H", "O", "H", "H", "O", "H", "H", "O", "H", "H"], "positions_angstrom": [[0.048509, -0.123829, -0.695970], [2.912819, -0.731851, 0.844330], [1.707685, -0.242901, 0.426375], [2.818831, -1.327575, 1.770061], [3.309544, -1.438741, 0.078990], [3.741860, -0.009917, 0.954520], [2.090399, -0.296012, -3.007488], [0.779251, -0.517335, -2.608492], [2.191572, -0.266697, -4.109128], [2.490028, 0.614987, -2.538918], [2.742616, -1.153839, -2.741297], [-1.820059, 0.645309, 2.165876], [-1.197554, 0.402351, 1.126420], [-2.542297, -0.308455, 2.870437], [-1.761378, 1.900407, 2.714731], [-2.471569, -0.192940, 3.868889], [-2.504906, -1.249553, 2.528912], [-1.129218, 2.505783, 2.223028], [-2.300672, 2.237998, 3.485898], [0.124850, 2.022531, -0.930324], [-0.543430, 2.449540, -1.480882], [0.593514, 2.729110, -0.470828], [-0.665372, -2.165411, -0.306332], [-1.225648, -2.408873, 0.438806], [-0.649061, -2.929360, -0.896674], [-1.939595, 0.077644, -1.711090], [-2.001552, -0.084059, -2.662340], [-2.799165, -0.138313, -1.337508]], "forces_ev_per_angstrom": [[2.267, -0.757, -0.748], [0.043, -1.141, -1.114], [-1.054, 1.040, 0.093], [0.172, 0.196, 0.129], [0.090, -0.029, 0.272], [-0.352, 0.314, 0.248], [-0.166, -0.709, 0.213], [-1.057, 0.143, 0.886], [-0.163, 0.450, 0.113], [0.302, -0.022, -0.270], [0.052, 0.299, 0.267], [0.948, -0.241, -0.307], [-1.148, -0.092, 0.765], [0.152, 1.155, -0.061], [0.130, -0.765, -0.588], [-0.235, -0.271, 0.027], [0.229, -0.078, -0.047], [-0.056, 0.219, 0.144], [-0.124, -0.101, 0.075], [-0.233, 1.330, -0.157], [0.114, -0.048, -0.017], [0.142, -0.190, -0.013], [-0.580, -0.966, 0.215], [0.131, -0.049, -0.003], [0.161, 0.155, -0.057], [-0.264, 0.267, -0.258], [0.400, -0.088, 0.100], [0.099, -0.020, 0.092]]}

[2]
{"formula": "C13H14BrN4O2OsS", "method": "the ωB97M-V functional and the def2-TZVPD basis", "orbital_gap_ev": [8.18, 7.59], "multiplicity": 5, "total_charge": 1, "fmax_ha_per_bohr": 0.026, "lumo_energy_ha": [-0.1198, -0.1664], "e_above_lowest_kj_mol": 21.2, "s2": 6.021, "e_tot_ev": -107102.7068, "symbols": ["Os", "Br", "C", "C", "C", "C", "C", "N", "C", "O", "O", "H", "H", "H", "S", "C", "C", "C", "N", "H", "H", "H", "H", "H", "C", "C", "N", "C", "C", "N", "H", "H", "H", "H", "H", "H"], "positions_angstrom": [[0.981681, -0.482311, -1.075862], [-1.571969, -0.836691, 1.713076], [0.234672, -0.529130, 2.165281], [0.567080, -0.430446, 3.503788], [1.889005, -0.190022, 3.838520], [2.820743, -0.030972, 2.826547], [2.393927, -0.122091, 1.519179], [1.118268, -0.391804, 1.178240], [3.362385, 0.161775, 0.387267], [4.526850, 0.327026, 0.614190], [2.789550, 0.285667, -0.794524], [-0.198424, -0.537406, 4.257349], [2.181369, -0.112074, 4.876861], [3.865693, 0.169918, 3.013607], [1.208187, -0.498322, -3.261680], [-3.494988, -3.456332, -1.134667], [-2.027504, -3.918011, -1.151371], [-1.122961, -2.786237, -1.174871], [-0.448710, -1.858915, -1.193284], [-4.136110, -4.334150, -1.125652], [-3.727128, -2.863548, -2.017170], [-3.704739, -2.863692, -0.245980], [-1.824178, -4.532039, -2.030243], [-1.799941, -4.513317, -0.265359], [1.530076, 3.246390, -1.357565], [0.130074, 2.774081, -1.197168], [-0.303259, 1.529242, -1.094186], [-1.680743, 1.578642, -1.027436], [-2.083862, 2.870822, -1.078033], [-0.929977, 3.609768, -1.181684], [2.217038, 2.407124, -1.393735], [1.816785, 3.902891, -0.534836], [1.633268, 3.807831, -2.287178], [-2.276369, 0.685764, -0.960158], [-3.060629, 3.318616, -1.055595], [-0.875170, 4.611951, -1.255653]], "forces_ev_per_angstrom": [[0.576, 0.820, -0.888], [0.041, 0.027, 0.098], [-0.075, -0.043, -0.193], [0.034, -0.008, 0.060], [-0.033, 0.006, -0.009], [0.014, -0.034, -0.021], [0.047, -0.043, 0.025], [0.078, 0.074, -0.065], [-0.084, 0.184, 0.274], [0.004, -0.009, -0.085], [0.034, -0.063, -0.175], [-0.009, -0.015, -0.011], [-0.008, -0.014, 0.004], [-0.005, 0.023, -0.009], [-0.101, -0.020, 1.059], [0.096, 0.021, 0.002], [-0.279, -0.138, -0.004], [0.101, 0.249, -0.105], [-0.738, -0.826, 0.015], [-0.015, 0.005, 0.002], [-0.009, -0.012, -0.007], [-0.015, -0.009, 0.003], [0.055, 0.009, 0.011], [0.058, 0.006, -0.014], [0.006, 0.037, -0.013], [-0.074, 0.012, -0.046], [0.325, -0.165, 0.070], [-0.021, -0.011, 0.003], [-0.029, -0.062, -0.008], [0.028, 0.008, -0.012], [0.002, -0.016, 0.015], [0.009, -0.018, 0.007], [-0.012, 0.003, 0.007], [-0.013, 0.018, 0.018], [0.004, 0.007, -0.002], [0.007, -0.003, -0.006]]}

[3]
{"formula": "C26H29N3O9ReS2", "method": "the ωB97M-V functional and the def2-TZVPD basis", "orbital_gap_ev": [7.05, 7.30], "multiplicity": 2, "total_charge": 0, "fmax_ha_per_bohr": 0.013, "lumo_energy_ha": [-0.0528, -0.0581], "e_above_lowest_kj_mol": 0.0, "s2": 0.759, "e_tot_ev": -74133.6548, "symbols": ["Re", "O", "S", "O", "O", "O", "C", "C", "C", "C", "C", "C", "C", "N", "C", "C", "C", "C", "C", "C", "C", "N", "C", "C", "C", "C", "H", "H", "H", "H", "H", "H", "H", "H", "H", "H", "H", "H", "H", "H", "H", "H", "H", "H", "H", "H", "H", "H", "H", "H", "O", "S", "O", "N", "C", "O", "C", "C", "C", "C", "C", "C", "H", "H", "H", "H", "O", "C", "O", "H"], "positions_angstrom": [[1.404251, -1.318370, 2.087869], [3.944167, -2.533474, 4.611852], [3.427644, -1.418553, 3.895633], [4.099343, -0.157707, 3.997033], [1.902303, -1.240688, 4.074164], [3.301915, -1.753093, 2.318444], [0.606592, -2.107724, -4.981195], [0.284718, -0.817502, -4.214082], [-1.157375, -0.413138, -4.517963], [1.222002, 0.308842, -4.675424], [0.514578, -1.049011, -2.727874], [1.762677, -1.469062, -2.266787], [1.983718, -1.618540, -0.917076], [1.031599, -1.384635, -0.008123], [-0.189405, -1.005163, -0.424808], [-0.467611, -0.827390, -1.770660], [-1.173468, -0.748952, 0.649521], [-2.493834, -0.426597, 0.424045], [-3.344828, -0.149862, 1.496988], [-2.801835, -0.226725, 2.770780], [-1.471725, -0.574350, 2.935398], [-0.678204, -0.831042, 1.900490], [-4.793872, 0.233420, 1.228325], [-5.572658, 0.467821, 2.522082], [-5.473238, -0.894937, 0.440819], [-4.810508, 1.527693, 0.401461], [0.419915, -1.956079, -6.045177], [-0.017197, -2.935517, -4.640035], [1.650838, -2.399252, -4.868114], [-1.274070, -0.279069, -5.593490], [-1.423355, 0.531928, -4.040968], [-1.868468, -1.179516, -4.202463], [1.075345, 0.495054, -5.740335], [2.269401, 0.046909, -4.522612], [1.022166, 1.234289, -4.133449], [2.577007, -1.659820, -2.950775], [2.943318, -1.918541, -0.517479], [-1.446719, -0.488941, -2.067376], [-2.872664, -0.380635, -0.585743], [-3.392072, -0.023920, 3.650497], [-1.014256, -0.662167, 3.910078], [-5.595091, -0.424737, 3.149590], [-6.603312, 0.727165, 2.278360], [-5.154761, 1.291597, 3.102635], [-5.443065, -1.833379, 0.996611], [-5.002456, -1.058012, -0.529420], [-6.518495, -0.638927, 0.261806], [-4.313229, 2.338682, 0.935100], [-5.841514, 1.827187, 0.207327], [-4.313041, 1.402190, -0.561074], [1.261271, 4.219853, -0.693845], [1.784371, 4.028785, 0.628763], [1.749013, 5.115858, 1.557336], [1.066173, 2.680719, 1.291513], [1.935452, 1.738196, 1.416548], [1.599043, 0.561899, 1.828875], [3.336708, 2.029249, 1.004012], [4.456152, 1.217056, 1.030875], [5.651428, 1.761342, 0.573811], [5.719274, 3.068358, 0.107319], [4.589371, 3.880189, 0.077768], [3.413111, 3.327804, 0.532139], [4.407526, 0.209746, 1.418953], [6.549052, 1.157650, 0.594765], [6.667818, 3.462465, -0.233325], [4.633439, 4.898595, -0.282678], [-0.750935, -3.248597, 3.897013], [0.032580, -3.765906, 3.150200], [0.756190, -3.124124, 2.241718], [0.221822, -4.846889, 3.113864]], "forces_ev_per_angstrom": [[0.086, -0.236, 0.080], [-0.070, -0.107, -0.066], [0.092, 0.378, -0.169], [0.078, -0.153, 0.083], [-0.141, -0.016, -0.041], [-0.202, 0.076, -0.014], [0.011, 0.002, -0.006], [-0.016, -0.003, -0.012], [-0.013, 0.004, 0.009], [0.016, -0.011, -0.006], [0.007, 0.018, 0.000], [0.016, -0.001, 0.005], [0.011, -0.016, 0.000], [-0.102, 0.022, 0.035], [0.069, 0.001, -0.130], [0.039, -0.032, 0.032], [-0.076, 0.049, 0.100], [0.074, -0.006, 0.015], [-0.027, 0.010, 0.014], [0.025, 0.007, 0.011], [-0.017, -0.008, -0.012], [-0.154, 0.027, -0.100], [0.011, 0.013, 0.018], [-0.003, -0.005, 0.003], [-0.015, -0.015, -0.002], [-0.001, 0.004, -0.002], [0.001, 0.003, -0.002], [-0.010, 0.000, 0.000], [0.003, -0.006, 0.012], [0.008, 0.000, -0.003], [0.003, 0.003, 0.007], [-0.003, -0.007, -0.002], [-0.005, 0.003, -0.003], [0.005, 0.002, -0.002], [-0.008, 0.004, 0.003], [0.006, -0.002, 0.001], [0.029, -0.005, -0.010], [-0.013, -0.002, 0.004], [0.017, 0.012, -0.013], [0.000, -0.002, 0.008], [-0.015, 0.002, 0.019], [0.000, -0.007, -0.002], [0.001, 0.001, -0.003], [0.007, 0.003, 0.001], [-0.002, -0.007, 0.002], [0.008, -0.004, 0.001], [0.001, 0.007, -0.003], [0.003, 0.006, -0.001], [-0.006, -0.006, 0.003], [0.005, -0.001, -0.002], [0.021, -0.004, 0.014], [-0.098, -0.132, 0.047], [0.015, -0.031, -0.009], [0.097, 0.113, -0.089], [-0.244, 0.229, -0.323], [0.483, -0.189, 0.422], [-0.017, 0.047, 0.010], [-0.034, 0.030, 0.023], [0.026, -0.090, 0.016], [0.011, 0.053, -0.020], [-0.001, -0.022, 0.000], [-0.052, -0.008, 0.033], [0.000, -0.008, 0.036], [0.002, 0.001, 0.002], [-0.003, 0.004, -0.001], [-0.006, 0.005, 0.000], [-0.032, -0.068, -0.046], [-0.018, 0.010, 0.268], [0.138, 0.063, -0.265], [-0.023, -0.004, 0.025]]}